DFT (ωB97M-V/def2-TZVPD) results for C3H7N3O2 as an isolated structure in a non-equilibrium geometry.

Last column: Mulliken charge in e.
CARTESIAN COORDINATES (ANGSTROEM)
O -0.633 -2.456 0.243  -0.3661
O 0.862 0.739 0.851  -0.3612
N -1.005 -0.805 -1.624  -0.5973
N 0.226 1.184 -1.932  -0.6018
N -0.171 -1.235 0.729  -0.3108
C -0.336 0.140 -1.218  0.5058
C 0.212 -0.243 0.042  0.3810
C 0.936 0.502 2.393  -0.5419
H -1.418 -0.713 -2.595  0.1837
H 1.873 1.320 2.404  0.2558
H -0.335 1.116 2.659  0.1943
H 0.963 -0.636 2.811  0.2625
H 0.663 1.935 -1.380  0.2973
H -0.985 1.396 -2.766  0.3180
H -0.854 -2.244 -0.619  0.3806

total charge = 0
LUMO level = -0.5 eV
E = -11781.817 eV
energy relative to the best compared isomer or geometry (same formula, charge and spin) = 916.2 kJ/mol
strongest force on any atom = 0.1169 Eh/bohr
2S+1 = 1
gap between HOMO and LUMO = 8.5 eV